Record 1
This record from OMol25 describes a structure of composition C14H8Cl5IN4SSn. The level of theory is ωB97M-V/def2-TZVPD.

Structure (XYZ):
```
34
Properties=species:S:1:pos:R:3
Sn 1.381 -0.134 1.269
Cl -1.976 -1.180 2.645
C -0.573 -1.298 3.639
C 0.678 -0.920 3.148
C 1.766 -1.057 4.005
Cl 3.335 -0.575 3.368
C 1.676 -1.530 5.300
Cl 3.058 -1.653 6.294
C 0.407 -1.895 5.768
Cl 0.241 -2.486 7.353
C -0.717 -1.779 4.941
Cl -2.253 -2.234 5.531
I 3.774 3.016 -4.633
C 3.956 2.032 -2.930
C 5.154 1.528 -2.360
N 4.798 0.948 -1.241
N 3.442 1.010 -0.983
C 2.932 1.655 -1.989
H 6.174 1.569 -2.712
H 5.404 0.486 -0.576
H 1.871 1.849 -2.052
C -5.332 -0.407 -2.356
C -3.913 0.027 -2.487
C -3.386 0.576 -3.655
C -2.055 0.945 -3.663
N -1.264 0.798 -2.591
C -1.883 0.270 -1.560
S -0.912 0.049 -0.065
N -3.117 -0.127 -1.415
H -5.889 -0.240 -3.274
H -5.807 0.140 -1.541
H -5.369 -1.466 -2.099
H -4.003 0.710 -4.532
H -1.597 1.375 -4.545
```

Computed properties:
charge	+2
spin multiplicity	1
E_LUMO (spin up / spin down)	-8.430 / -10.334	eV
HOMO (spin up / spin down)	-14.00 / -14.00	eV
HOMO-LUMO gap (spin up / spin down)	5.6 / 3.7	eV
relative energy (zero: lowest compared OMol25 entry of this formula, charge and spin)	96.1	kcal/mol

Results of the Mulliken charge analysis, in e, for atoms 1 through 8:
1 Sn 0.649
2 Cl -0.205
3 C 1.311
4 C -1.051
5 C 0.941
6 Cl -0.234
7 C -0.628
8 Cl -0.135

=====

Record 2
This record from OMol25 describes a structure of composition C14H8Cl5IN4SSn. The level of theory is ωB97M-V/def2-TZVPD.

Structure (XYZ):
```
34
Properties=species:S:1:pos:R:3
Sn -0.694 1.419 1.021
Cl 0.759 -0.952 -1.106
C -0.723 -1.401 -0.340
C -1.318 -0.495 0.512
C -2.507 -0.790 1.156
Cl -3.127 0.473 2.178
C -3.118 -2.022 1.006
Cl -4.552 -2.385 1.845
C -2.511 -2.951 0.142
Cl -3.238 -4.466 -0.085
C -1.313 -2.649 -0.527
Cl -0.581 -3.789 -1.558
I 3.364 1.120 5.783
C 2.284 0.658 4.097
C 2.361 -0.499 3.337
N 1.482 -0.393 2.337
N 0.820 0.784 2.404
C 1.315 1.433 3.474
H 2.981 -1.374 3.448
H 1.290 -1.060 1.603
H 0.954 2.415 3.735
C 3.323 5.802 -0.083
C 2.275 4.764 -0.225
C 2.204 3.904 -1.338
C 1.238 2.933 -1.362
N 0.313 2.859 -0.376
C 0.429 3.780 0.621
S -0.876 3.640 1.827
N 1.380 4.658 0.783
H 3.983 5.834 -0.946
H 3.913 5.606 0.815
H 2.850 6.777 0.049
H 2.914 3.987 -2.148
H 1.167 2.205 -2.160
```

Computed properties:
charge	+2
spin multiplicity	1
E_LUMO	-7.590	eV
HOMO	-14.75	eV
HOMO-LUMO gap	7.2	eV
relative energy (zero: lowest compared OMol25 entry of this formula, charge and spin)	7.5	kcal/mol

Results of the Mulliken charge analysis, in e, for atoms 1 through 8:
1 Sn 0.994
2 Cl -0.121
3 C 0.180
4 C -0.547
5 C 0.429
6 Cl -0.138
7 C -0.064
8 Cl -0.119

=====

Record 3
This record from OMol25 describes a structure of composition C14H9CaClI3NO5S. The level of theory is ωB97M-V/def2-TZVPD.

Structure (XYZ):
```
35
Properties=species:S:1:pos:R:3
Ca 0.911 -1.522 0.147
C -0.681 -2.947 -1.830
C -0.350 -3.756 -0.721
C -1.121 -3.318 0.383
C -1.921 -2.244 -0.046
C -1.649 -2.017 -1.407
H -0.261 -3.029 -2.823
H 0.350 -4.582 -0.728
H -1.081 -3.718 1.388
H -2.577 -1.656 0.581
H -2.089 -1.241 -2.019
O 4.859 0.015 -0.317
S 3.455 -0.312 -0.298
O 3.192 -1.780 -0.160
O 2.678 0.370 0.748
O 2.767 0.112 -1.618
Cl -1.601 4.989 2.211
C -1.100 3.306 2.160
C -0.919 2.627 3.329
C -0.519 1.286 3.323
I -0.269 0.296 5.142
C -0.293 0.544 2.152
O 0.049 -0.673 2.116
C -0.473 1.318 0.917
N -0.228 0.650 -0.237
C -0.338 1.270 -1.385
C -0.730 2.615 -1.483
C -0.999 3.310 -0.339
C -0.873 2.673 0.913
H -1.081 3.133 4.271
H -0.102 0.693 -2.273
H -0.802 3.083 -2.456
H -1.297 4.349 -0.376
I 2.690 -1.123 -3.459
I 2.406 -2.722 -5.806
```

Computed properties:
charge	-2
spin multiplicity	1
E_LUMO	3.795	eV
HOMO	-2.38	eV
HOMO-LUMO gap	6.2	eV
relative energy (zero: lowest compared OMol25 entry of this formula, charge and spin)	10.7	kcal/mol

Results of the Mulliken charge analysis, in e, for atoms 1 through 8:
1 Ca 1.443
2 C -0.493
3 C -0.908
4 C -0.780
5 C -0.149
6 C -0.549
7 H 0.480
8 H 0.381

=====

Record 4
This record from OMol25 describes a structure of composition C14H9Cl5I2LuMnO4S. The level of theory is ωB97M-V/def2-TZVPD.

Structure (XYZ):
```
37
Properties=species:S:1:pos:R:3
I 3.568 1.491 0.897
I -2.785 0.313 -2.192
Lu -1.264 -0.177 0.199
Mn 1.732 0.047 0.143
S 0.448 1.541 -0.791
C 2.740 -1.073 -0.818
C 1.173 -1.173 1.302
C 0.949 1.659 -2.738
C -0.118 2.522 -3.378
C 1.024 0.274 -3.349
C 2.303 2.357 -2.767
C -1.928 -2.543 0.584
C -0.251 -1.895 -1.133
O 1.135 -2.161 1.944
O 3.616 -1.764 -1.159
O -2.265 -3.620 0.807
O 0.002 -2.697 -1.920
H 0.127 2.685 -4.438
H -0.184 3.489 -2.863
H -1.107 2.046 -3.311
H 1.334 0.379 -4.401
H 0.048 -0.227 -3.329
H 1.750 -0.363 -2.824
H 2.609 2.518 -3.813
H 3.079 1.778 -2.251
H 2.240 3.325 -2.254
Cl 0.928 0.903 3.404
C -0.582 0.081 3.616
C -1.498 0.040 2.579
C -2.743 -0.531 2.790
Cl -3.916 -0.482 1.462
C -3.022 -1.294 3.936
Cl -4.483 -2.177 4.071
C -2.013 -1.404 4.928
Cl -2.219 -2.480 6.231
C -0.812 -0.656 4.805
Cl 0.383 -0.731 6.034
```

Computed properties:
charge	+4
spin multiplicity	5
E_LUMO (spin up / spin down)	-13.976 / -17.365	eV
<S²>	6.0471
HOMO (spin up / spin down)	-20.59 / -20.93	eV
HOMO-LUMO gap (spin up / spin down)	6.6 / 3.6	eV

Results of the Mulliken charge analysis, in e, for atoms 1 through 8:
1 I 0.151
2 I 0.388
3 Lu 0.816
4 Mn 0.261
5 S -0.380
6 C 0.368
7 C 0.379
8 C 1.135

=====

Record 5
This record from OMol25 describes a structure of composition C14H9F6N2O2S. The level of theory is ωB97M-V/def2-TZVPD.

Structure (XYZ):
```
34
Properties=species:S:1:pos:R:3
F 4.619 1.202 -3.775
C 4.363 0.208 -2.858
F 4.470 -1.011 -3.484
F 5.403 0.256 -1.963
C 3.027 0.305 -2.121
C 2.538 -0.804 -1.432
C 1.181 -0.807 -1.087
C 0.435 0.379 -1.347
C -1.086 0.364 -1.010
C -1.798 1.674 -1.356
N -2.323 2.658 -1.703
C 1.080 1.597 -1.595
C 2.435 1.560 -1.964
H 3.042 -1.791 -1.515
H 0.686 -1.719 -0.706
H -1.373 -0.405 -1.806
H 0.564 2.570 -1.569
H 2.893 2.457 -2.369
F -1.864 2.067 4.736
C -1.752 0.773 4.134
F -0.758 0.175 4.863
F -2.906 0.128 4.428
S -1.001 1.238 2.211
N -1.668 -1.580 2.689
C -2.857 -1.464 1.914
O -3.818 -1.836 2.462
C -2.789 -1.075 0.414
C -1.529 -0.323 0.206
C -0.618 -1.656 1.955
O 0.471 -2.195 2.029
H -2.717 -2.012 -0.106
H -3.564 -0.432 -0.017
H -0.751 -0.989 0.590
H -2.035 0.490 1.151
```

Computed properties:
charge	-1
spin multiplicity	1
E_LUMO	2.574	eV
HOMO	-3.50	eV
HOMO-LUMO gap	6.1	eV
relative energy (zero: lowest compared OMol25 entry of this formula, charge and spin)	30.0	kcal/mol

Results of the Mulliken charge analysis, in e, for atoms 1 through 8:
1 F -0.272
2 C 0.829
3 F -0.268
4 F -0.258
5 C 0.151
6 C -1.184
7 C -0.156
8 C 0.569

=====

Record 6
This record from OMol25 describes a cluster of 2 separate species, C14H9N4O5 in total. The level of theory is ωB97M-V/def2-TZVPD.

Structure (XYZ):
```
32
Properties=species:S:1:pos:R:3
N -3.652 -0.306 1.785
C -2.599 0.189 1.881
C -1.318 0.806 2.014
C -0.140 -0.074 2.028
C 1.081 0.727 2.102
N 2.367 0.248 2.259
O 2.865 -0.864 2.191
O 3.183 1.384 2.532
N 2.456 2.556 2.547
C 1.180 2.135 2.267
C -0.023 2.935 2.229
N -0.058 4.374 2.363
O 0.990 5.051 2.392
O -1.203 4.891 2.442
C -1.240 2.218 2.117
H -0.035 -0.968 2.604
H -2.167 2.803 2.156
C 0.165 -2.043 -4.740
C 0.011 -1.965 -3.251
C -0.255 -3.099 -2.465
C -0.423 -3.003 -1.088
C -0.432 -1.701 -0.431
O -0.801 -1.390 0.757
C -0.027 -0.603 -1.248
C 0.104 -0.718 -2.618
H 0.327 -1.042 -5.156
H 1.013 -2.672 -5.036
H -0.740 -2.458 -5.197
H -0.340 -4.063 -2.976
H -0.614 -3.901 -0.506
H 0.044 0.364 -0.753
H 0.281 0.189 -3.202
```

Computed properties:
charge	-1
spin multiplicity	1
E_LUMO	1.467	eV
HOMO	-4.52	eV
HOMO-LUMO gap	6.0	eV
relative energy (zero: lowest compared OMol25 entry of this formula, charge and spin)	11.4	kcal/mol

Results of the Mulliken charge analysis, in e, for atoms 1 through 8:
1 N -0.663
2 C -0.030
3 C 0.293
4 C -0.159
5 C 0.144
6 N 0.797
7 O -0.725
8 O -0.223

=====

Record 7
This record from OMol25 describes a structure of composition C15H10AsBrI2MnN2OS4. The level of theory is ωB97M-V/def2-TZVPD.

Structure (XYZ):
```
37
Properties=species:S:1:pos:R:3
Mn -0.524 -1.415 0.637
S -4.540 -2.085 -0.887
As -4.511 -2.751 1.159
S -0.876 -3.729 0.228
S -1.986 -2.818 1.762
S -4.897 -1.024 2.412
I 2.944 0.146 -2.957
C 0.989 0.781 -2.605
C 0.413 1.748 -3.455
C -0.867 2.161 -3.248
I -1.629 3.643 -4.530
C -1.658 1.632 -2.192
C -3.004 1.990 -1.898
C -3.637 1.421 -0.857
C -2.963 0.460 -0.054
N -1.741 0.111 -0.308
C -1.072 0.664 -1.355
C 0.300 0.199 -1.540
O 0.785 -0.687 -0.746
H 0.988 2.156 -4.275
H -3.511 2.720 -2.518
H -4.665 1.662 -0.619
H -3.437 0.037 0.828
C 3.687 1.182 0.949
C 2.991 0.020 1.611
C 3.668 -1.117 2.014
C 2.988 -2.110 2.679
C 1.616 -1.959 2.869
Br 0.748 -3.210 3.981
N 0.921 -0.967 2.377
C 1.628 0.026 1.829
H 4.516 1.547 1.563
H 2.997 2.008 0.777
H 4.085 0.885 -0.023
H 4.730 -1.219 1.804
H 3.487 -2.985 3.066
H 1.036 0.876 1.520
```

Computed properties:
charge	-2
spin multiplicity	6
E_LUMO (spin up / spin down)	3.506 / 3.505	eV
<S²>	8.7657
HOMO (spin up / spin down)	-0.29 / -0.35	eV
HOMO-LUMO gap (spin up / spin down)	3.8 / 3.9	eV
relative energy (zero: lowest compared OMol25 entry of this formula, charge and spin)	5.9	kcal/mol

Results of the Mulliken charge analysis, in e, for atoms 1 through 8:
1 Mn 0.450
2 S -0.652
3 As 0.194
4 S -0.476
5 S -0.264
6 S -0.712
7 I -0.043
8 C -0.478

=====

Record 8
This record from OMol25 describes an isolated molecule of C15H10Cl2F3N3O2. The level of theory is ωB97M-V/def2-TZVPD.

Structure (XYZ):
```
35
Properties=species:S:1:pos:R:3
O -2.780 -3.523 -0.937
C -2.097 -2.793 -0.265
C -2.604 -2.023 0.956
N -3.144 -0.732 0.576
C -2.318 0.228 0.137
C -2.779 1.449 -0.263
C -1.795 2.487 -0.700
F -0.795 1.965 -1.436
F -2.345 3.462 -1.429
F -1.191 3.091 0.348
C -4.172 1.707 -0.215
C -5.007 0.745 0.241
C -4.543 -0.546 0.690
O -5.235 -1.427 1.150
N -0.775 -2.602 -0.561
N 0.017 -1.749 0.102
C 1.229 -1.596 -0.267
C 2.094 -0.645 0.395
C 1.616 0.144 1.446
C 2.423 1.076 2.061
C 3.735 1.242 1.648
C 4.234 0.465 0.614
Cl 5.868 0.671 0.109
C 3.424 -0.476 -0.017
Cl 4.086 -1.417 -1.297
H -3.436 -2.586 1.393
H -1.792 -1.894 1.674
H -1.263 -0.012 0.118
H -4.545 2.666 -0.543
H -6.072 0.901 0.296
H -0.406 -3.126 -1.360
H 1.645 -2.160 -1.104
H 0.596 0.005 1.765
H 2.036 1.682 2.865
H 4.377 1.969 2.119
```

Computed properties:
SMILES	O=C(Cn1cc(C(F)(F)F)ccc1=O)N/N=C/c1cccc(Cl)c1Cl
spin multiplicity	1
E_LUMO	-0.593	eV
HOMO	-8.91	eV
HOMO-LUMO gap	8.3	eV

Results of the Mulliken charge analysis, in e, for atoms 1 through 8:
1 O -0.611
2 C 0.397
3 C -0.738
4 N 0.144
5 C 0.074
6 C 0.018
7 C 0.934
8 F -0.267

=====

Number 1: molar mass 687.193 g mol⁻¹, total energy -107967.90059 eV, maximum force 0.0086 hartree/bohr. Number 2: molar mass 687.193 g mol⁻¹, total energy -107971.74315 eV, maximum force 0.0164 hartree/bohr. Number 3: molar mass 759.538 g mol⁻¹, total energy -92497.47529 eV, maximum force 0.0153 hartree/bohr. Number 4: molar mass 934.267 g mol⁻¹, total energy -177393.47149 eV, maximum force 0.1490 hartree/bohr. Number 5: molar mass 383.293 g mol⁻¹, total energy -48875.36249 eV, maximum force 0.1399 hartree/bohr. Number 6: molar mass 313.249 g mol⁻¹, total energy -30854.64890 eV, maximum force 0.0621 hartree/bohr. Number 7: molar mass 826.098 g mol⁻¹, total energy -242493.27073 eV, maximum force 0.0228 hartree/bohr. Number 8: molar mass 392.164 g mol⁻¹, total energy -57480.22773 eV, maximum force 0.0241 hartree/bohr.